C24H60F16Li7N8O44S16 as an isolated structure in a non-equilibrium geometry, computed with ωB97M-V/def2-TZVPD.

```
175
Properties=species:S:1:pos:R:3:lowdin_charge:R:1
Li 8.86 -16.20 4.59 0.70
Li 4.23 -22.69 4.41 0.57
Li 8.80 -19.69 -3.06 0.72
Li 6.67 -25.87 1.89 0.74
Li 2.92 -19.11 0.40 0.62
Li 5.11 -17.93 0.52 0.57
Li 2.65 -23.45 5.97 0.59
N 3.96 -26.91 -1.91 -0.24
S 4.43 -25.48 -2.03 0.49
O 5.88 -25.19 -2.02 -0.31
O 3.52 -24.51 -1.36 -0.31
F 4.00 -25.26 -3.60 -0.21
S 4.12 -26.92 -0.25 0.61
O 2.82 -26.81 0.40 -0.27
O 5.39 -26.47 0.38 -0.39
F 4.38 -28.49 -0.09 -0.20
N 7.42 -18.35 -3.52 -0.30
S 6.75 -17.32 -2.57 0.46
O 6.00 -17.68 -1.39 -0.34
O 6.53 -16.00 -3.11 -0.22
F 8.17 -17.10 -1.72 -0.24
S 5.85 -18.60 -4.17 0.58
O 5.33 -17.53 -4.99 -0.23
O 4.91 -19.50 -3.47 -0.27
F 6.43 -19.58 -5.32 -0.22
N 3.03 -24.18 4.25 -0.39
S 3.61 -25.55 3.77 0.52
O 4.88 -25.43 3.06 -0.33
O 2.80 -26.76 3.63 -0.20
F 4.27 -25.90 5.23 -0.21
S 2.04 -24.14 2.85 0.63
O 0.72 -24.76 3.03 -0.25
O 2.67 -24.18 1.53 -0.21
F 1.60 -22.57 3.06 -0.21
N 3.86 -21.99 6.27 -0.37
S 5.13 -22.05 7.51 0.63
O 4.79 -22.07 8.88 -0.22
O 6.40 -21.45 7.08 -0.25
F 5.60 -23.61 7.13 -0.22
S 3.78 -20.45 6.49 0.48
O 4.82 -19.69 5.71 -0.29
O 3.02 -19.82 7.55 -0.22
F 2.65 -20.42 5.38 -0.21
N 3.33 -17.18 0.21 -0.39
S 3.41 -16.03 -1.00 0.60
O 4.68 -15.33 -1.14 -0.23
O 2.18 -15.38 -1.45 -0.23
F 3.56 -17.07 -2.26 -0.20
S 2.46 -16.22 1.06 0.44
O 1.03 -16.48 0.97 -0.25
O 2.98 -14.96 1.56 -0.23
F 2.77 -16.96 2.43 -0.21
N 8.02 -24.60 2.79 -0.32
S 7.54 -23.93 4.30 0.60
O 6.26 -23.23 4.33 -0.34
O 8.56 -23.47 5.22 -0.23
F 7.16 -25.37 4.96 -0.20
S 8.66 -23.24 2.29 0.44
O 10.07 -22.98 2.55 -0.27
O 7.81 -22.12 2.13 -0.26
F 8.80 -23.81 0.82 -0.19
N 4.69 -19.68 0.97 -0.38
S 5.13 -20.19 2.51 0.57
O 6.48 -19.92 2.92 -0.21
O 4.37 -21.32 2.98 -0.31
F 4.33 -19.02 3.23 -0.16
S 5.57 -20.75 0.32 0.43
O 5.34 -22.14 0.66 -0.21
O 6.81 -20.28 -0.21 -0.21
F 4.68 -20.68 -1.01 -0.19
N 8.13 -15.29 3.09 -0.31
S 6.90 -14.44 3.04 0.43
O 5.58 -15.08 2.96 -0.26
O 7.13 -13.12 2.49 -0.25
F 7.03 -14.01 4.63 -0.23
S 7.63 -16.01 1.54 0.61
O 7.61 -15.12 0.41 -0.20
O 6.71 -17.16 1.53 -0.33
F 8.99 -16.75 1.32 -0.16
C 9.70 -19.25 4.02 -0.05
O 9.09 -18.14 4.71 -0.23
C 7.85 -18.53 5.23 -0.20
C 7.50 -17.68 6.48 -0.15
O 7.72 -16.32 6.15 -0.27
C 7.18 -15.53 7.17 -0.09
H 10.47 -19.06 3.27 0.09
H 9.02 -19.82 3.39 0.08
H 10.20 -19.92 4.72 0.10
H 7.66 -19.58 5.43 0.13
H 7.16 -18.28 4.42 0.11
H 8.26 -17.91 7.23 0.14
H 6.48 -17.96 6.72 0.12
H 7.71 -14.58 7.12 0.10
H 7.50 -15.90 8.14 0.09
H 6.09 -15.48 7.24 0.10
C 3.41 -25.78 8.23 -0.10
O 2.57 -25.04 7.41 -0.25
C 1.23 -24.90 7.95 -0.14
C 0.21 -24.44 6.90 -0.15
O 0.67 -23.25 6.21 -0.24
C -0.30 -22.74 5.35 -0.12
H 4.32 -26.08 7.71 0.09
H 2.92 -26.71 8.52 0.09
H 3.60 -25.21 9.14 0.10
H 1.17 -24.15 8.73 0.13
H 0.95 -25.82 8.47 0.13
H -0.73 -24.27 7.42 0.13
H -0.12 -25.20 6.19 0.14
H -1.19 -22.50 5.93 0.09
H -0.73 -23.43 4.63 0.09
H 0.01 -21.81 4.87 0.09
C 3.50 -22.55 -4.58 -0.10
O 2.26 -23.00 -5.18 -0.17
C 2.17 -22.64 -6.61 -0.18
C 0.75 -22.87 -7.09 -0.20
O 0.45 -24.27 -7.17 -0.19
C -0.68 -24.64 -7.96 -0.11
H 3.45 -22.87 -3.53 0.07
H 3.68 -21.48 -4.49 0.07
H 4.36 -23.08 -4.98 0.08
H 2.92 -23.30 -7.05 0.13
H 2.37 -21.62 -6.91 0.12
H 0.64 -22.45 -8.09 0.12
H 0.06 -22.35 -6.43 0.13
H -0.59 -24.51 -9.04 0.08
H -1.58 -24.24 -7.49 0.08
H -0.76 -25.72 -7.83 0.08
C 10.24 -19.35 -0.31 -0.05
O 9.55 -20.14 -1.28 -0.27
C 9.92 -21.50 -1.31 -0.18
C 8.90 -22.51 -1.90 -0.19
O 8.30 -21.83 -2.96 -0.21
C 7.10 -22.48 -3.36 -0.07
H 9.99 -18.32 -0.57 0.08
H 11.32 -19.51 -0.39 0.10
H 9.89 -19.57 0.70 0.09
H 10.14 -21.79 -0.28 0.12
H 10.82 -21.62 -1.90 0.12
H 8.21 -22.68 -1.08 0.11
H 9.44 -23.41 -2.20 0.14
H 6.78 -22.02 -4.29 0.08
H 6.22 -22.37 -2.72 0.09
H 7.14 -23.57 -3.41 0.08
C 3.79 -16.78 5.78 -0.09
O 2.80 -15.84 6.12 -0.16
C 1.86 -15.58 5.15 -0.24
C 0.72 -14.72 5.69 -0.18
O 1.13 -13.37 5.84 -0.19
C 1.31 -12.67 4.61 -0.08
H 4.49 -16.34 5.07 0.09
H 3.38 -17.67 5.31 0.07
H 4.35 -17.00 6.70 0.08
H 1.30 -16.49 4.93 0.12
H 2.47 -15.21 4.33 0.11
H 0.34 -15.18 6.60 0.13
H -0.13 -14.73 5.01 0.11
H 1.38 -11.59 4.72 0.08
H 0.47 -12.88 3.94 0.09
H 2.26 -13.06 4.25 0.08
C 1.93 -21.89 -0.36 -0.07
O 1.89 -20.55 -0.86 -0.25
C 0.57 -20.04 -1.12 -0.16
C -0.20 -19.86 0.17 -0.17
O 0.67 -19.15 1.09 -0.23
C 0.44 -19.33 2.51 -0.06
H 1.35 -22.54 -1.02 0.11
H 1.49 -22.00 0.63 0.07
H 2.99 -22.13 -0.30 0.06
H 0.08 -20.69 -1.86 0.14
H 0.78 -19.07 -1.57 0.13
H -0.50 -20.87 0.44 0.12
H -1.09 -19.26 -0.06 0.13
H 1.30 -19.33 3.17 0.08
H -0.20 -20.20 2.70 0.08
H -0.14 -18.48 2.88 0.09
```

Results
Electronic energy (eV): -346142.52975
Total charge: -1

A 5-piece molecular cluster, C24H60F2N9O9P3 overall in a non-equilibrium geometry, computed with ωB97M-V/def2-TZVPD.

```
107
Properties=species:S:1:pos:R:3:lowdin_charge:R:1
C 4.92 -1.12 2.75 -0.09
N 4.10 -1.17 3.94 -0.32
C 3.95 0.05 4.64 -0.13
P 2.98 -2.46 4.06 0.59
O 2.78 -3.28 2.88 -0.25
N 3.80 -3.25 5.29 -0.30
C 4.35 -2.65 6.47 -0.13
C 3.94 -4.75 5.24 -0.09
N 1.56 -1.86 4.91 -0.29
C 0.74 -2.81 5.66 -0.10
C 0.82 -0.75 4.49 -0.17
H 5.07 -2.12 2.34 0.09
H 5.88 -0.69 3.06 0.08
H 4.50 -0.41 2.03 0.07
H 3.54 -0.05 5.65 0.07
H 3.45 0.73 3.95 0.08
H 4.98 0.38 4.80 0.09
H 3.90 -1.67 6.64 0.05
H 4.29 -3.26 7.37 0.09
H 5.36 -2.26 6.40 0.08
H 3.36 -5.26 6.01 0.07
H 3.81 -5.11 4.23 0.07
H 4.95 -5.03 5.55 0.07
H 0.09 -2.31 6.37 0.09
H 0.21 -3.52 5.01 0.07
H 1.30 -3.52 6.27 0.07
H -0.20 -0.99 4.19 0.09
H 1.37 -0.13 3.78 0.06
H 0.66 -0.03 5.30 0.08
C -0.01 4.93 2.00 -0.16
N 1.31 4.47 2.29 -0.30
C 1.51 3.90 3.62 -0.10
P 2.58 4.54 1.09 0.62
O 3.96 4.39 1.66 -0.31
N 2.27 3.33 -0.05 -0.30
C 1.04 3.38 -0.86 -0.11
C 3.26 2.50 -0.72 -0.13
N 2.41 6.05 0.26 -0.30
C 3.21 6.22 -0.96 -0.12
C 2.46 7.33 1.03 -0.10
H -0.65 4.06 2.00 0.08
H -0.03 5.33 0.99 0.07
H -0.39 5.72 2.65 0.08
H 1.30 2.83 3.61 0.07
H 0.80 4.35 4.31 0.08
H 2.45 4.22 4.07 0.08
H 0.10 3.31 -0.30 0.07
H 0.99 4.39 -1.25 0.06
H 1.08 2.82 -1.80 0.09
H 2.86 1.60 -1.18 0.06
H 3.82 3.04 -1.49 0.08
H 3.96 2.21 0.06 0.08
H 2.83 7.02 -1.59 0.08
H 4.23 6.48 -0.72 0.08
H 3.19 5.28 -1.51 0.06
H 3.45 7.56 1.43 0.08
H 1.67 7.39 1.78 0.07
H 2.20 8.19 0.40 0.07
C -5.08 -2.08 -3.89 -0.11
N -4.33 -1.28 -4.85 -0.31
C -3.00 -0.85 -4.36 -0.10
P -4.96 -0.52 -6.21 0.55
O -3.96 0.07 -7.14 -0.30
N -6.00 -1.62 -7.05 -0.29
C -5.46 -2.94 -7.46 -0.12
C -6.96 -1.13 -8.12 -0.10
N -5.99 0.59 -5.43 -0.29
C -5.59 2.04 -5.17 -0.08
C -7.34 0.23 -4.89 -0.11
H -5.64 -1.43 -3.21 0.07
H -4.40 -2.61 -3.23 0.07
H -5.67 -2.85 -4.39 0.07
H -2.30 -0.55 -5.14 0.08
H -2.54 -1.64 -3.76 0.06
H -3.11 -0.03 -3.65 0.07
H -4.68 -2.78 -8.20 0.08
H -5.03 -3.40 -6.57 0.06
H -6.20 -3.57 -7.95 0.07
H -7.54 -1.89 -8.65 0.08
H -7.62 -0.43 -7.60 0.05
H -6.47 -0.50 -8.87 0.07
H -4.52 2.19 -5.25 0.07
H -6.15 2.74 -5.80 0.07
H -5.77 2.25 -4.12 0.07
H -7.12 -0.20 -3.91 0.05
H -7.89 -0.57 -5.37 0.07
H -7.93 1.14 -4.79 0.08
O 2.31 -4.69 -0.49 0.14
C 1.22 -4.81 0.07 -0.56
O 0.40 -5.85 -0.01 0.11
C -0.86 -5.47 0.25 -0.11
C -0.56 -4.39 1.26 -0.28
F -0.51 -4.77 2.57 0.07
O 0.66 -3.89 0.77 0.15
H -1.40 -5.05 -0.60 0.15
H -1.55 -6.24 0.58 0.15
H -1.32 -3.60 1.21 0.17
O -1.10 -0.89 -1.53 0.13
C -0.04 -0.74 -0.93 -0.50
O 1.18 -1.40 -1.18 0.05
C 2.20 -1.04 -0.23 -0.04
C 1.34 -0.38 0.76 -0.46
F 1.96 0.66 1.05 0.14
O 0.15 -0.12 0.17 0.19
H 2.69 -1.94 0.13 0.13
H 2.95 -0.36 -0.62 0.13
H 1.22 -0.98 1.66 0.16
```

Results
Electronic energy (eV): -91001.41818
Structure (SMILES): CN(C)P(=O)(N(C)C)N(C)C.CN(C)P(=O)(N(C)C)N(C)C.CN(C)P(=O)(N(C)C)N(C)C.O=C1OC[C@@H](F)O1.O=C1OC[C@@H](F)O1
Total charge: 0
ΔE to the lowest compared entry with this formula, charge and spin (eV): 4.7068

A 7-piece molecular cluster, C24H60N12O12S overall in a non-equilibrium geometry, computed with ωB97M-V/def2-TZVPD.

```
109
Properties=species:S:1:pos:R:3:lowdin_charge:R:1
C 3.23 -0.62 5.07 -0.12
O 3.85 -1.00 3.77 -0.28
C 3.11 -0.35 2.65 -0.22
C 3.56 -1.13 1.27 -0.17
C 2.40 -0.74 0.13 -0.20
C 2.73 0.73 -0.52 -0.21
C 1.44 1.72 -0.72 -0.21
C 0.14 1.04 -1.45 -0.20
C -1.02 0.49 -0.44 -0.21
C -1.67 1.61 0.56 -0.22
C -1.05 1.62 2.08 -0.21
C -1.86 2.54 3.17 -0.22
C -3.06 3.46 2.56 -0.19
C -4.44 2.57 2.62 -0.14
C -5.54 2.91 1.45 -0.36
C -6.82 1.95 1.93 -0.11
C -6.91 0.53 1.10 -0.16
C -7.54 -0.66 2.06 -0.24
O -8.55 -0.16 3.01 -0.17
C -5.07 2.77 -0.13 -0.15
O -5.83 3.74 -0.96 -0.24
S -5.65 5.16 0.02 0.92
O -4.23 5.79 -0.23 -0.32
O -6.79 6.07 -0.50 -0.31
O -5.89 4.35 1.54 -0.21
H 2.51 0.31 4.96 0.10
H 2.61 -1.54 5.46 0.07
H 4.05 -0.32 5.88 0.11
H 3.51 0.76 2.59 0.13
H 1.96 -0.40 2.88 0.12
H 3.40 -2.29 1.47 0.12
H 4.62 -0.85 0.87 0.12
H 2.41 -1.52 -0.76 0.11
H 1.38 -0.80 0.70 0.09
H 3.21 0.54 -1.59 0.09
H 3.54 1.24 0.19 0.11
H 1.23 2.23 0.31 0.09
H 1.81 2.60 -1.44 0.12
H 0.54 0.24 -2.22 0.12
H -0.36 1.90 -2.11 0.12
H -0.72 -0.44 0.22 0.09
H -1.91 0.11 -1.13 0.11
H -2.82 1.32 0.68 0.09
H -1.68 2.70 0.07 0.12
H -1.09 0.49 2.46 0.12
H 0.09 1.93 2.15 0.10
H -2.26 1.79 4.01 0.12
H -1.12 3.28 3.73 0.12
H -3.20 4.37 3.32 0.13
H -2.85 3.95 1.52 0.10
H -4.18 1.40 2.69 0.14
H -4.94 2.82 3.68 0.14
H -6.69 1.67 3.07 0.12
H -7.82 2.59 1.87 0.15
H -5.86 0.14 0.73 0.11
H -7.67 0.71 0.20 0.13
H -8.01 -1.54 1.41 0.13
H -6.67 -1.13 2.68 0.12
H -8.91 -0.98 3.49 0.11
H -4.96 1.66 -0.56 0.15
H -3.95 3.15 -0.28 0.11
N 6.47 -0.22 -2.70 0.17
C 5.42 -1.07 -2.77 -0.71
N 5.69 -2.33 -2.37 0.17
O 4.32 -0.72 -3.16 -0.01
H 7.38 -0.49 -2.38 0.10
H 6.31 0.73 -2.99 0.11
H 4.93 -2.99 -2.41 0.12
H 6.59 -2.63 -2.05 0.10
N 3.24 -0.83 -8.38 0.15
C 3.17 -1.27 -7.11 -0.73
N 4.00 -0.66 -6.26 0.17
O 2.41 -2.16 -6.77 0.01
H 3.86 -0.10 -8.69 0.09
H 2.62 -1.27 -9.06 0.11
H 3.98 -0.96 -5.29 0.07
H 4.64 0.08 -6.53 0.07
N 8.30 2.08 -8.25 0.15
C 7.24 1.36 -7.83 -0.72
N 7.45 0.03 -7.80 0.16
O 6.19 1.88 -7.49 0.02
H 9.17 1.68 -8.54 0.10
H 8.18 3.09 -8.29 0.11
H 6.68 -0.54 -7.49 0.09
H 8.31 -0.40 -8.08 0.10
N -12.56 0.36 3.81 0.15
C -12.13 0.88 4.97 -0.72
N -10.79 0.92 5.11 0.16
O -12.90 1.29 5.84 0.02
H -11.95 0.03 3.08 0.09
H -13.56 0.31 3.67 0.11
H -10.43 1.31 5.97 0.11
H -10.15 0.60 4.41 0.06
N 7.54 -6.21 -4.47 0.15
C 7.22 -4.92 -4.66 -0.73
N 6.11 -4.72 -5.39 0.16
O 7.89 -4.00 -4.20 0.00
H 7.00 -6.98 -4.83 0.10
H 8.36 -6.41 -3.92 0.11
H 5.84 -3.76 -5.56 0.11
H 5.55 -5.46 -5.77 0.10
N 2.31 -4.07 8.72 0.15
C 1.85 -3.49 7.60 -0.71
N 1.35 -4.35 6.69 0.15
O 1.89 -2.28 7.41 0.01
H 2.29 -5.06 8.89 0.10
H 2.69 -3.46 9.43 0.11
H 1.00 -3.95 5.83 0.11
H 1.32 -5.34 6.82 0.10
```

Results
Electronic energy (eV): -79142.52528
Structure (SMILES): COCCCCCCCCCCCC[C@]1(CCCO)COS(=O)(=O)O1.NC(N)=O.NC(N)=O.NC(N)=O.NC(N)=O.NC(N)=O.NC(N)=O
Total charge: 0

A 6-piece molecular cluster, C24H60N2O14P3S overall in a non-equilibrium geometry, computed with ωB97M-V/def2-TZVPD.

```
104
Properties=species:S:1:pos:R:3:lowdin_charge:R:1
O -3.13 1.98 -2.25 -0.35
P -2.64 0.54 -2.43 0.38
O -3.52 -0.28 -3.66 -0.18
O -1.03 0.57 -2.97 -0.21
P -2.98 -0.58 -0.59 0.63
P -1.13 -1.14 0.40 0.75
C -0.44 -2.83 -0.17 -0.38
C 0.13 -2.63 -1.67 -0.50
S 1.94 -3.14 -1.80 0.91
C 2.88 -1.53 -1.70 -0.54
N 3.48 -0.75 -2.73 0.04
N 3.99 0.31 -2.01 0.02
C 3.69 0.20 -0.62 -0.05
O 2.98 -1.02 -0.39 -0.07
H -2.90 -0.94 -4.06 0.08
H -0.43 1.03 -2.34 0.08
H -3.61 0.37 0.31 -0.04
H -1.47 -1.35 1.80 0.02
H -0.11 -0.12 0.41 0.00
H 0.44 -3.07 0.53 0.10
H -1.23 -3.64 -0.19 0.10
H -0.52 -3.10 -2.48 0.10
H 0.13 -1.50 -1.87 0.03
H 3.95 0.87 0.26 0.14
C 4.57 3.29 5.80 -0.11
O 5.66 2.38 5.79 -0.18
C 5.28 1.09 5.30 -0.20
C 5.73 0.90 3.86 -0.19
O 5.02 1.76 2.97 -0.23
C 5.80 2.89 2.58 -0.10
H 4.97 4.29 5.98 0.09
H 4.03 3.29 4.86 0.07
H 3.89 3.04 6.62 0.09
H 4.20 0.94 5.40 0.12
H 5.79 0.35 5.93 0.13
H 5.50 -0.13 3.56 0.12
H 6.81 1.04 3.76 0.13
H 6.57 2.58 1.87 0.09
H 6.26 3.38 3.44 0.09
H 5.13 3.60 2.09 0.09
C 7.66 -1.73 -7.29 -0.11
O 6.31 -1.33 -7.41 -0.19
C 5.42 -2.44 -7.48 -0.20
C 4.72 -2.68 -6.14 -0.20
O 5.65 -3.11 -5.14 -0.19
C 6.01 -2.06 -4.25 -0.11
H 8.26 -0.85 -7.03 0.09
H 7.80 -2.48 -6.51 0.08
H 8.02 -2.12 -8.25 0.09
H 5.94 -3.34 -7.81 0.13
H 4.66 -2.20 -8.23 0.12
H 3.99 -3.48 -6.26 0.12
H 4.19 -1.78 -5.81 0.12
H 5.18 -1.85 -3.58 0.04
H 6.29 -1.15 -4.79 0.09
H 6.87 -2.40 -3.66 0.09
C -7.74 -0.65 -1.49 -0.11
O -6.68 0.20 -1.08 -0.23
C -6.77 1.50 -1.67 -0.19
C -7.32 2.52 -0.68 -0.19
O -8.69 2.26 -0.37 -0.19
C -8.84 1.63 0.90 -0.11
H -7.74 -1.53 -0.84 0.09
H -8.71 -0.16 -1.40 0.09
H -7.58 -0.97 -2.52 0.09
H -7.37 1.48 -2.58 0.13
H -5.75 1.80 -1.94 0.10
H -7.29 3.51 -1.15 0.13
H -6.71 2.56 0.23 0.12
H -8.66 2.36 1.70 0.09
H -8.16 0.78 1.02 0.08
H -9.86 1.27 0.98 0.09
C 1.48 6.47 3.37 -0.11
O 0.30 6.14 2.65 -0.19
C 0.52 6.10 1.24 -0.19
C 0.65 4.67 0.75 -0.20
O 1.83 4.05 1.24 -0.20
C 1.57 3.17 2.32 -0.11
H 1.30 6.27 4.43 0.09
H 2.34 5.87 3.05 0.08
H 1.71 7.53 3.25 0.09
H 1.40 6.69 0.97 0.13
H -0.35 6.56 0.77 0.13
H 0.73 4.68 -0.35 0.12
H -0.24 4.08 1.01 0.12
H 1.09 2.25 1.95 0.07
H 0.94 3.63 3.08 0.09
H 2.52 2.90 2.78 0.07
C -3.95 -3.14 3.09 -0.12
O -3.39 -4.10 2.20 -0.23
C -3.40 -5.42 2.76 -0.19
C -4.54 -6.25 2.19 -0.20
O -5.80 -5.76 2.61 -0.19
C -6.46 -5.01 1.59 -0.11
H -4.11 -2.21 2.54 0.07
H -4.90 -3.47 3.51 0.09
H -3.24 -2.94 3.91 0.09
H -3.45 -5.38 3.85 0.13
H -2.45 -5.88 2.48 0.12
H -4.45 -7.27 2.57 0.13
H -4.48 -6.30 1.09 0.13
H -6.83 -5.68 0.82 0.09
H -5.79 -4.26 1.15 0.08
H -7.31 -4.49 2.05 0.09
```

Results
Electronic energy (eV): -96192.02029
Total charge: +1

no.,orbital gap (eV)
1,7.45
2,8.31
3,9.01
4,6.44